Below is 2 unconnected molecules or ions with the total composition C5H11NS at a distorted geometry, with properties calculated with wB97M-V/def2-TZVPD.

Orbital gap (spin up / spin down) ... 8.3 / 6.7 eV
Energy above the lowest of the compared OMol25 structures with the same formula, charge and spin ... 4.445 eV
HOMO energy (spin up / spin down) ... -7.76 / -7.02 eV
E ... -17684.018 eV
Total charge ... 0

Structure (XYZ):
```
18
C5H11NS, DFT wB97M-V/def2-TZVPD
C -0.8775 -0.0828 0.6920
C 0.2931 -0.3057 0.1759
C -1.9438 0.9161 0.2474
C -1.0369 -0.8283 1.9585
C 1.4831 -1.0974 -0.0326
N 1.8384 1.1499 -2.3459
S 0.1496 1.4804 -2.1357
H -1.4446 1.7774 -0.1406
H -2.8016 0.9796 0.9589
H -2.2673 0.4730 -0.6705
H -0.2220 -1.4119 2.1848
H -1.9274 -1.4871 1.6779
H -1.3769 -0.1769 2.8353
H 2.2709 -0.5004 -0.5379
H 2.0509 -1.2369 1.0032
H 1.1448 -1.8424 -0.6589
H 2.0227 0.3934 -2.9832
H 2.6446 1.8001 -2.2285
```

Below is a molecular structure, C22H24F9N2O26Rb at a distorted geometry, with properties calculated with wB97M-V/def2-TZVPD.

Orbital gap ... 3.9 eV
HOMO energy ... -1.13 eV
E ... -104521.877 eV
Total charge ... -2

Structure (XYZ):
```
84
C22H24F9N2O26Rb, DFT wB97M-V/def2-TZVPD
Rb 0.5831 0.2593 0.0290
N -3.0518 0.0658 -1.7097
O -3.7820 0.9011 -1.1322
O -1.9562 -0.0482 -1.3176
O -3.5856 -0.5679 -2.6142
N -1.2142 3.4851 1.1238
O -2.2032 2.9858 0.6965
O -0.2208 2.8537 1.4450
O -1.2342 4.6555 1.4187
C -2.2345 0.1115 -6.0722
O -2.0335 1.0251 -5.0163
O -3.5210 -0.3354 -5.7624
C -1.8664 0.7773 -7.4587
F -0.6985 1.4055 -7.5639
F -1.7160 -0.1973 -8.3311
F -2.8396 1.6175 -7.8879
C -0.8133 1.8675 -4.8483
C -0.6493 2.1676 -3.3523
H -1.5639 2.5497 -2.8989
H -0.2711 1.3345 -2.7599
H 0.1182 2.9312 -3.2256
H -0.9027 2.8538 -5.3036
H 0.1311 1.6049 -5.3251
H -1.5159 -0.6980 -5.9441
C 1.9379 -2.3092 -4.9490
C 0.8181 -1.3838 -4.5595
O 1.5093 -0.4743 -3.7095
C 2.7425 -0.9324 -3.4557
O 3.4146 -0.4558 -2.6053
O 3.1082 -1.8376 -4.3100
F -0.0903 -1.9628 -3.8610
H 2.0462 -2.3838 -6.0310
H 1.7879 -3.3248 -4.5825
H 0.3766 -0.7442 -5.3237
C 1.8859 1.4043 6.6161
C 1.0685 0.3733 5.8183
O -0.1822 1.0462 5.8168
C 0.1097 2.3480 5.5919
O -0.6067 3.1889 5.0764
O 1.3415 2.5872 6.1117
F 1.0872 -0.6274 6.6472
H 2.9032 1.3724 6.2261
H 1.8395 1.2248 7.6902
H 1.4032 0.0589 4.8297
C -2.0988 -0.2523 3.4779
C -3.1670 -0.5500 4.3958
O -4.3725 -0.4749 3.5946
C -4.0947 0.0794 2.4913
O -4.8657 0.5038 1.6831
O -2.7495 0.0954 2.2656
F -3.3489 0.3882 5.3504
H -1.4669 -1.0997 3.2123
H -1.3572 0.4968 3.7554
H -3.1124 -1.5378 4.8534
C -2.6882 -3.6978 -1.5965
C -3.7653 -3.5757 -0.5168
O -3.0360 -3.0435 0.5489
C -1.6453 -2.9298 0.2714
O -0.8132 -2.4187 1.0943
O -1.4303 -3.3527 -0.9609
F -4.4611 -4.7444 -0.3887
H -2.8939 -2.8889 -2.2976
H -2.5608 -4.6043 -2.1883
H -4.4642 -2.8010 -0.8322
C 3.3062 -3.8703 0.6566
C 2.8604 -2.6873 -0.1970
O 2.4319 -1.7650 0.7873
C 2.2226 -2.3963 1.9248
O 1.7758 -1.8986 2.9076
O 2.6145 -3.7666 1.8490
F 1.9615 -3.0694 -1.1465
H 4.3631 -3.9843 0.8976
H 3.1273 -4.7693 0.0666
H 3.7377 -2.2624 -0.6849
C 4.1148 3.7771 4.0302
C 4.0865 4.3892 2.6562
O 3.7029 3.3208 1.8566
C 3.1547 2.4293 2.6665
O 2.5526 1.4367 2.2475
O 3.3032 2.7283 3.9056
F 5.2957 4.8479 2.4064
H 3.8630 4.5570 4.7489
H 5.0659 3.3905 4.3965
H 3.3928 5.2270 2.5848
```

Below is 3 unconnected molecules or ions with the total composition C16H25BrNO5 at a distorted geometry, with properties calculated with wB97M-V/def2-TZVPD.

Orbital gap ... 6.8 eV
HOMO energy ... -12.27 eV
E ... -98758.486 eV
Total charge ... +1

Structure (XYZ):
```
48
C16H25BrNO5, DFT wB97M-V/def2-TZVPD
O 2.9920 -6.4692 2.5848
C 2.9127 -5.3021 2.3370
C 4.1457 -4.3270 2.3823
N 4.1224 -3.2833 1.3117
Br 5.4169 -1.9500 1.7546
C 1.5422 -4.6304 1.9889
C 0.8994 -4.8364 0.6971
C -0.3542 -4.1511 0.4169
C -0.9025 -3.2838 1.4663
C -0.2767 -3.0795 2.7628
C 0.9814 -3.7604 3.0443
H 4.1472 -3.8475 3.4009
H 5.0843 -4.9239 2.2448
H 4.3860 -3.6362 0.3837
H 3.2255 -2.7785 1.2269
H 1.4307 -5.4990 -0.0308
H -0.8429 -4.2834 -0.5696
H -1.8481 -2.7343 1.2474
H -0.6792 -2.4137 3.5586
H 1.5493 -3.6399 3.9972
O -1.8289 -0.0527 2.4294
C -1.1922 0.7452 1.7864
O -0.9822 0.5298 0.4785
C -0.3954 1.4934 -0.4139
C 1.1156 1.4444 -0.3483
C -0.5576 1.9401 2.4476
H -0.7900 2.4900 -0.2225
H -0.7214 1.2185 -1.4170
H 1.4882 1.6945 0.6466
H 1.5507 2.1426 -1.0655
H 1.4725 0.4365 -0.5767
H 0.3800 1.6378 2.9134
H -1.2395 2.3104 3.2134
H -0.3762 2.7740 1.7728
O -0.2417 4.0548 -1.8821
C -1.3282 4.0485 -2.4080
O -1.5121 3.3612 -3.5459
C -2.7922 3.1391 -4.1576
C -3.1977 4.3169 -5.0193
C -2.4612 4.8684 -1.8507
H -3.5439 2.8909 -3.4050
H -2.6785 2.2549 -4.7848
H -3.3042 5.2314 -4.4348
H -4.1473 4.1156 -5.5199
H -2.4366 4.5124 -5.7769
H -2.3567 5.8999 -2.1854
H -2.4070 4.8339 -0.7620
H -3.4483 4.4974 -2.1175
```

Below is a molecular structure, C3H7AgCl3NO at a distorted geometry, with properties calculated with wB97M-V/def2-TZVPD.

Orbital gap ... 6.2 eV
Energy above the lowest of the compared OMol25 structures with the same formula, charge and spin ... 0.054 eV
HOMO energy ... -1.27 eV
E ... -48332.528 eV
Total charge ... -2

Structure (XYZ):
```
16
C3H7AgCl3NO, DFT wB97M-V/def2-TZVPD
Ag 0.4465 -1.6496 2.0202
Cl -2.1309 -2.7927 1.9860
Cl 2.3001 -3.3977 3.1075
Cl -0.1686 0.6963 3.3977
C -1.5954 0.0487 0.0350
C -0.2320 0.0083 -0.5315
O 0.5474 -0.8883 -0.2462
N 0.1567 1.0750 -1.2835
C 1.4919 1.2155 -1.7958
H -1.5008 0.2455 1.1098
H -2.0651 -0.9295 -0.0625
H -2.2527 0.8089 -0.4048
H -0.5389 1.7349 -1.5741
H 2.0523 0.3054 -1.6168
H 2.0195 2.0333 -1.2854
H 1.4700 1.4859 -2.8555
```

Below is a molecular structure, C36H90Cs3N6O4S at a distorted geometry, with properties calculated with wB97M-V/def2-TZVPD.

Orbital gap ... 6.9 eV
Energy above the lowest of the compared OMol25 structures with the same formula, charge and spin ... 1.047 eV
HOMO energy ... -9.67 eV
E ... -68399.810 eV
Total charge ... +1

Structure (XYZ):
```
140
C36H90Cs3N6O4S, DFT wB97M-V/def2-TZVPD
Cs 13.4121 -11.8429 -0.4033
Cs 14.8072 -8.0564 -0.8124
Cs 19.7684 -12.5928 0.4343
S 16.6626 -10.9183 0.0483
O 17.9505 -10.2347 0.2751
O 16.1489 -10.6304 -1.3233
O 16.8046 -12.3811 0.2244
O 15.6327 -10.4028 0.9937
C 15.3340 -16.4679 4.3211
C 15.6107 -15.1318 3.6551
N 16.7844 -14.4461 4.1729
C 16.6812 -14.1389 5.5870
C 15.5564 -13.1888 6.0079
C 17.0891 -13.3034 3.3215
C 18.2492 -12.4608 3.7845
H 14.5953 -17.0102 3.7218
H 14.8512 -16.3304 5.2895
H 16.2354 -17.0690 4.3993
H 15.7783 -15.2664 2.5816
H 14.7047 -14.4946 3.6987
H 16.5774 -15.0690 6.1518
H 17.6374 -13.7399 5.9275
H 15.6232 -13.0001 7.0797
H 15.6328 -12.2193 5.5066
H 14.5641 -13.5734 5.7634
H 16.2121 -12.6621 3.1168
H 17.3378 -13.7023 2.3312
H 19.1293 -13.0869 3.9916
H 18.0511 -11.9425 4.7208
H 18.5918 -11.7545 3.0272
C 13.2299 -11.1272 3.4404
C 11.7857 -11.3159 2.9878
N 11.4422 -12.6108 2.4264
C 11.5024 -13.6526 3.4501
C 10.4045 -13.6208 4.5227
C 10.2120 -12.6044 1.6361
C 9.9419 -13.9466 0.9744
H 13.9502 -11.4833 2.7064
H 13.3872 -11.6157 4.4034
H 13.4190 -10.0652 3.6053
H 11.1251 -11.0669 3.8361
H 11.5603 -10.5018 2.2827
H 11.4877 -14.6208 2.9457
H 12.4768 -13.5864 3.9366
H 10.6355 -14.3594 5.2929
H 10.4155 -12.6791 5.0763
H 9.4180 -13.8002 4.1032
H 10.3283 -11.8045 0.9009
H 9.3451 -12.3118 2.2543
H 9.5686 -14.6938 1.6719
H 10.8312 -14.3284 0.4656
H 9.1657 -13.8229 0.2145
C 11.2746 -10.8610 -6.1657
C 12.5475 -10.2782 -5.5711
N 13.7254 -10.4261 -6.4064
C 14.8730 -9.7213 -5.8380
C 15.5113 -10.2995 -4.5701
C 14.0234 -11.8215 -6.7455
C 15.0579 -11.9139 -7.8541
H 11.1327 -10.5931 -7.2102
H 10.4215 -10.4873 -5.5915
H 11.2178 -11.9469 -6.0588
H 12.3865 -9.2001 -5.4521
H 12.6840 -10.6886 -4.5512
H 15.6245 -9.6050 -6.6217
H 14.5414 -8.6957 -5.6401
H 16.0811 -11.2145 -4.7286
H 16.2023 -9.5379 -4.2002
H 14.7963 -10.4825 -3.7642
H 13.0920 -12.2651 -7.0860
H 14.3972 -12.3714 -5.8671
H 15.2033 -12.9500 -8.1595
H 16.0216 -11.5206 -7.5293
H 14.7271 -11.3369 -8.7182
C 15.9290 -15.4362 -2.7181
C 15.1733 -14.5217 -1.7477
N 13.7404 -14.8213 -1.6125
C 13.0247 -14.8023 -2.8764
C 12.9349 -13.4279 -3.5407
C 13.4526 -16.0518 -0.8685
C 13.9987 -16.0461 0.5447
H 15.6562 -16.4858 -2.6140
H 17.0049 -15.3198 -2.5848
H 15.7303 -15.1484 -3.7543
H 15.6572 -14.5018 -0.7748
H 15.2928 -13.4929 -2.1090
H 12.0244 -15.2335 -2.8191
H 13.5343 -15.4312 -3.6274
H 12.3347 -13.5453 -4.4421
H 13.9391 -13.0960 -3.8163
H 12.5158 -12.6024 -2.9555
H 12.3626 -16.1284 -0.8351
H 13.7966 -16.9552 -1.4003
H 13.7308 -16.9660 1.0639
H 15.0844 -15.9608 0.5715
H 13.5934 -15.2013 1.1135
C 18.9664 -10.5299 -2.9565
C 18.8343 -12.0105 -3.2542
N 20.1103 -12.7102 -3.2063
C 21.1415 -12.1791 -4.0844
C 20.9596 -12.4723 -5.5718
C 19.9199 -14.1473 -3.3265
C 21.2005 -14.9489 -3.1455
H 17.9766 -10.0970 -2.8175
H 19.4484 -9.9870 -3.7696
H 19.4684 -10.3381 -2.0061
H 18.1725 -12.4399 -2.4920
H 18.2980 -12.1324 -4.2132
H 21.1819 -11.1004 -3.9566
H 22.1020 -12.5694 -3.7447
H 19.9631 -12.1870 -5.9153
H 21.6836 -11.9039 -6.1568
H 21.0997 -13.5282 -5.8064
H 19.4060 -14.4168 -4.2690
H 19.2024 -14.4500 -2.5508
H 21.8977 -14.7959 -3.9678
H 20.9821 -16.0137 -3.0927
H 21.6871 -14.6366 -2.2182
C 20.1103 -7.6405 2.7925
C 18.6537 -8.0488 2.8177
N 18.1273 -8.3282 4.1527
C 16.7534 -8.7859 4.0496
C 16.1997 -9.3353 5.3563
C 18.3179 -7.2713 5.1223
C 17.5802 -5.9551 4.8664
H 20.7616 -8.4388 3.1400
H 20.2721 -6.7086 3.3346
H 20.3920 -7.3799 1.7662
H 18.0427 -7.2617 2.3276
H 18.4923 -8.9541 2.2357
H 16.0856 -7.9706 3.7008
H 16.6983 -9.5684 3.2889
H 15.2575 -9.8481 5.1697
H 16.9188 -10.0389 5.7829
H 16.0406 -8.5576 6.1042
H 19.3883 -7.0702 5.1970
H 18.0588 -7.6455 6.1153
H 16.5003 -6.0785 4.9734
H 17.7969 -5.5514 3.8778
H 17.8784 -5.2266 5.6221
```